[1]
Molecular formula: C5H6N2
Method: DFT, the ωB97M-V functional and the def2-TZVPD basis

Structure (ORCA input):
```
! RIJCOSX wB97M-V def2-TZVPD def2/J DEFGRID3
* xyz 0 1
N 2.653 -0.443 1.496
C 1.960 -0.239 0.590
C 1.192 0.145 -0.578
C -0.139 -0.340 -0.952
C -0.963 -0.707 0.268
C -1.033 0.806 0.498
N 0.029 1.093 -0.565
H 1.852 0.284 -1.438
H -0.381 -0.536 -1.991
H -1.885 -1.253 0.073
H -0.377 -1.225 1.032
H -1.960 1.199 0.056
H -0.946 1.218 1.511
*
```

SMILES string   N#C[C@H]1[C@H]2CCN21
Frontier orbital gap   10.5930 eV
Highest occupied orbital energy   -9.72 eV
Relative energy (zero: lowest compared OMol25 entry of this formula, charge and spin)   64.4 kcal/mol
DFT total energy   -303.5335 Ha
LUMO level   0.88 eV

Löwdin population analysis, charges in e, atoms 1 to 8:
1 N 0.154
2 C -0.172
3 C -0.239
4 C -0.228
5 C -0.115
6 C -0.142
7 N 0.025
8 H 0.146

---

[2]
Molecular formula: C5H6N2
Method: DFT, the ωB97M-V functional and the def2-TZVPD basis

Structure (ORCA input):
```
! RIJCOSX wB97M-V def2-TZVPD def2/J DEFGRID3
* xyz 0 1
C 1.411 -0.845 0.956
C 0.157 -1.422 0.721
N -0.437 -0.481 -0.067
C 0.302 0.538 -0.279
N 1.456 0.443 0.398
C -0.620 1.306 -1.099
C -1.754 0.395 -0.500
H 2.235 -1.185 1.595
H -0.253 -2.563 0.826
H -0.564 1.335 -2.236
H -0.794 2.424 -0.655
H -2.472 -0.260 -1.083
H -2.266 0.684 0.444
*
```

SMILES string   c1cn2c(n1)CC2
Frontier orbital gap   9.3785 eV
Highest occupied orbital energy   -8.55 eV
Relative energy (zero: lowest compared OMol25 entry of this formula, charge and spin)   67.4 kcal/mol
DFT total energy   -303.5287 Ha
LUMO level   0.83 eV

Löwdin population analysis, charges in e, atoms 1 to 8:
1 C -0.152
2 C -0.098
3 N -0.052
4 C -0.456
5 N 0.088
6 C -0.088
7 C 0.009
8 H 0.092